ORCA calculation (the ωB97M-V functional and the def2-TZVPD basis) on a 2-piece molecular cluster, CH2NO3P overall.

Structure (XYZ):
```
8
Properties=species:S:1:pos:R:3:forces:R:3:nbo_charge:R:1
C 0.66019 0.01708 0.17455 0.799 -2.793 0.012 0.07
N 1.27873 1.03334 -0.05720 1.188 1.890 -0.210 -0.75
O -1.71812 1.10058 0.65814 0.154 0.152 0.145 -1.23
O -1.26069 -0.17163 -1.52468 0.107 -0.045 -0.177 -1.23
O -1.66259 -1.45031 0.65524 0.166 -0.464 0.319 -1.24
P -1.23730 -0.17113 -0.00876 -1.017 0.013 -0.225 2.33
H 1.65863 -1.45735 0.29151 -1.201 1.775 -0.073 -0.29
H 2.28115 1.09942 -0.18880 -0.196 -0.529 0.208 0.33
```
Forces are in eV/Å.

As for the HOMO energy: 0.0261 hartree. The total charge is -2. As for the maximum force: 0.05649 Eh/bohr. The calculated total energy comes out at -17989.034 eV. As for the lowest unoccupied orbital energy: 0.2768 Ha.